A 8-piece molecular cluster, BrH15O7 overall, computed with ωB97M-V/def2-TZVPD.

relative energy (zero: lowest compared OMol25 entry of this formula, charge and spin) = 6.3 kcal/mol
Kohn-Sham gap = 0.28089 Eh
LUMO = -0.421 eV
HOMO energy = -8.1 eV
molar mass = 207.0 g/mol

Bonds (Å) are listed after each position.
CARTESIAN COORDINATES (ANGSTROEM)
1 O -0.485 0.271 -0.393  H2 0.949, H3 0.919, H4 1.032
2 H -0.242 0.137 0.515  O1 0.949
3 H 0.001 -0.085 -1.087  O1 0.919
4 H -1.366 -0.248 -0.536  O1 1.032
5 Br -3.583 -0.081 -1.347  no bonds
6 O -2.354 -2.235 1.206  H7 0.997, H8 0.999
7 H -2.880 -1.682 1.848  O6 0.997
8 H -2.928 -2.262 0.389  O6 0.999
9 O -0.238 -0.805 2.342  H10 1.013, H11 0.960
10 H 0.091 -0.550 3.265  O9 1.013
11 H -0.731 -1.626 2.281  O9 0.960
12 O 0.919 -1.521 -1.888  H13 0.920, H14 1.062
13 H 1.046 -2.153 -1.231  O12 0.920
14 H 0.286 -2.071 -2.540  O12 1.062
15 O -0.024 1.980 -2.714  H16 1.116, H17 0.917
16 H -1.100 2.181 -2.933  O15 1.116
17 H 0.170 2.451 -1.951  O15 0.917
18 O 2.320 1.127 -0.364  H19 0.933, H20 1.111
19 H 2.769 1.512 -1.086  O18 0.933
20 H 3.074 0.363 -0.079  O18 1.111
21 O 1.847 2.075 2.260  H22 1.004, H23 0.866
22 H 1.815 1.823 1.289  O21 1.004
23 H 1.597 1.410 2.755  O21 0.866